Record 1
A gas-phase ion, C3H7N (charge +1) at a distorted geometry, computed with ωB97M-V/def2-TZVPD.

Output
- HOMO level (alpha / beta) (eV) = -15.7 / -17.3
- F_max (eV/Å) = 2.7
- total charge = +1
- ⟨S²⟩ = 0.7717
- Kohn-Sham gap (alpha / beta) (hartree) = 0.422 / 0.346
- 2S+1 = 2

Structure (XYZ):
```
11
Properties=species:S:1:pos:R:3:forces:R:3
H 0.1769 1.6947 -1.4940 0.21 -0.21 -0.26
N 0.5036 -0.3801 0.0884 0.43 2.48 0.83
H 1.2645 0.1802 -0.2891 0.38 -0.44 -0.01
H -1.4727 -0.6470 -0.2051 -0.44 0.62 0.10
H -1.5460 1.2134 -1.9788 0.07 -0.02 0.03
C 0.6326 -0.5553 1.5524 0.53 -1.20 0.20
H -0.1213 0.0266 2.0691 -0.17 -0.14 0.00
H 1.6206 -0.2265 1.8714 -0.04 0.21 -0.30
C -0.6421 0.0062 -0.4594 0.25 -1.69 -0.54
H 0.6125 -1.6121 1.8132 -0.40 -0.01 0.05
C -0.6447 0.9943 -1.4196 -0.81 0.40 -0.09
```
Forces are in eV/Å.

Record 2
2 unconnected molecules or ions with the total composition C3H7N2 at a distorted geometry, computed with ωB97M-V/def2-TZVPD.

Output
- HOMO level (eV) = -15.0
- F_max (eV/Å) = 4.4
- total charge = +1
- Kohn-Sham gap (hartree) = 0.377

Structure (XYZ):
```
12
Properties=species:S:1:pos:R:3:forces:R:3
H 1.0002 2.0838 0.1877 -0.20 0.14 -0.10
H -1.9137 -1.1546 -1.5277 0.07 0.09 0.21
N -0.3701 -0.7807 -0.2419 2.10 -0.14 1.04
C 0.7960 -0.4418 0.0642 0.47 4.30 0.87
C -1.7333 -0.7675 -0.5164 -1.66 -0.18 -0.63
H 0.8448 -2.4576 0.4312 -0.27 0.30 0.44
C 1.7631 1.4106 0.5305 -1.24 -3.30 -0.64
H -2.0856 0.2628 -0.4548 0.04 -0.02 0.03
H 1.8850 1.2852 1.5927 -0.01 0.03 0.18
H 2.6489 1.2970 -0.0724 0.09 0.03 -0.11
N 0.8184 -1.7611 -0.3167 0.43 -1.36 -1.20
H -2.2805 -1.3884 0.2018 0.17 0.12 -0.08
```
Forces are in eV/Å.

Record 3
A gas-phase ion, C3H7N2 (charge +1) at a distorted geometry, computed with ωB97M-V/def2-TZVPD.

Output
- HOMO level (eV) = -16.0
- F_max (eV/Å) = 3.8
- total charge = +1
- Kohn-Sham gap (hartree) = 0.454
- structure (SMILES) = C[C@@H]1NC1=[NH2+]

Structure (XYZ):
```
12
Properties=species:S:1:pos:R:3:forces:R:3
H -0.1712 -2.0429 -0.8586 -0.39 -0.29 -0.35
N -0.3601 -1.3378 -0.1692 -0.65 -1.04 -0.73
H -2.7058 0.4125 -0.5685 -0.49 0.46 0.15
H 1.4997 0.4775 -1.3304 -0.39 -0.03 2.43
C -0.9296 -0.2017 0.0250 0.38 1.10 1.04
H 2.3428 -0.3216 0.0453 0.86 0.72 -0.13
H 0.4737 -0.4495 1.5925 0.55 -0.48 -0.21
C 0.4444 -0.3704 0.5034 -1.26 1.66 1.13
H 1.6350 1.2792 0.3460 0.66 1.83 0.67
H -1.8450 1.5355 0.5553 -0.18 -1.30 -0.92
C 1.5316 0.3789 -0.1558 0.63 -2.50 -2.83
N -1.9156 0.6403 0.0150 0.29 -0.15 -0.23
```
Forces are in eV/Å.

Record 4
2 unconnected molecules or ions with the total composition C3H7N2 at a distorted geometry, computed with ωB97M-V/def2-TZVPD.

Output
- HOMO level (alpha / beta) (eV) = -12.4 / -16.4
- F_max (eV/Å) = 17.4
- total charge = +1
- ⟨S²⟩ = 2.0069
- Kohn-Sham gap (alpha / beta) (hartree) = 0.330 / 0.227
- 2S+1 = 3

Structure (XYZ):
```
12
Properties=species:S:1:pos:R:3:forces:R:3
C 3.6067 0.3335 0.0265 0.53 0.19 -0.40
H -0.8490 1.7231 -0.1716 -0.38 -1.57 -0.25
H 4.6078 0.4763 -0.2640 0.75 0.01 0.02
H -1.1492 -0.6447 -1.4673 0.34 0.86 1.00
H 0.1105 -1.5595 0.9632 0.16 0.02 0.98
N 2.4949 0.2379 0.2238 -1.53 -0.22 0.30
H -0.9200 0.7828 1.2674 0.74 -1.00 0.30
N -0.6909 -0.4767 -0.5367 -8.10 14.39 -5.49
H -2.2690 0.7229 0.1891 -0.63 0.02 -0.58
C -1.1865 0.6780 0.2282 0.91 0.38 -1.07
H -0.1461 -2.3044 -0.7059 0.32 -0.89 0.13
C -0.1394 -1.4665 -0.0522 6.88 -12.17 5.05
```
Forces are in eV/Å.

Record 5
A gas-phase ion, C3H7N2O (charge +1) at a distorted geometry, computed with ωB97M-V/def2-TZVPD.

Output
- HOMO level (eV) = -12.6
- F_max (eV/Å) = 1.7
- total charge = +1
- Kohn-Sham gap (hartree) = 0.312
- structure (SMILES) = N/C=C\[NH+]=C\O

Structure (XYZ):
```
13
Properties=species:S:1:pos:R:3:forces:R:3
H 3.0079 -1.3558 -0.1538 -0.07 0.19 0.02
H -2.8952 -0.9096 0.0826 0.04 -0.07 -0.03
H 2.4411 1.4286 0.2282 -0.08 -0.05 -0.01
C 2.1795 0.3886 0.0635 -0.41 -0.09 -0.06
H 0.6972 -0.9284 -0.2157 0.36 0.19 0.00
O 3.1973 -0.4130 -0.0056 0.19 -0.20 0.00
H -2.2018 1.2760 -0.0319 0.04 0.07 0.03
C -1.4414 0.5091 -0.0116 0.77 0.28 0.02
N -1.9058 -0.7479 0.0190 -0.15 -0.47 -0.02
N 0.9319 0.0523 -0.0574 0.82 -0.98 -0.02
H -1.3137 -1.5552 0.1196 -0.22 0.04 0.05
H 0.0839 1.9680 -0.0272 0.04 0.07 -0.06
C -0.1520 0.9191 -0.0366 -1.33 1.01 0.08
```
Forces are in eV/Å.

Record 6
A gas-phase ion, C3H7N2O (charge +1) at a distorted geometry, computed with ωB97M-V/def2-TZVPD.

Output
- HOMO level (eV) = -15.6
- F_max (eV/Å) = 3.5
- total charge = +1
- Kohn-Sham gap (hartree) = 0.368
- structure (SMILES) = CC[N+](N)=C=O

Structure (XYZ):
```
13
Properties=species:S:1:pos:R:3:forces:R:3
H 1.3141 -0.0693 1.1674 0.00 -1.50 -0.05
C 0.3112 -0.5398 -0.6703 -0.10 -0.62 3.28
H -0.7783 2.2738 0.7210 0.31 -0.12 0.05
H 0.8175 -1.9138 1.1873 -0.99 0.51 -0.08
N -0.0798 1.7297 0.2060 -1.32 -0.04 0.75
H 0.1831 2.3003 -0.6117 -0.47 -0.86 -0.17
N -0.7165 0.4714 -0.1701 -0.07 -1.26 -1.24
H -0.1219 -1.3203 -1.2011 -1.90 -1.83 -0.27
C -1.8869 -0.0225 0.0362 0.23 2.41 -0.54
O -2.9871 -0.3281 0.1198 1.31 -0.27 0.23
H 2.0448 -1.3864 0.1300 -0.16 0.47 0.73
H 0.7943 -0.1642 -1.5319 1.38 1.59 -0.13
C 1.1057 -1.0306 0.6175 1.78 1.53 -2.57
```
Forces are in eV/Å.

Record 7
A molecular structure, C3H7N2O at a distorted geometry, computed with ωB97M-V/def2-TZVPD.

Output
- HOMO level (eV) = -16.0
- F_max (eV/Å) = 3.6
- total charge = +1
- Kohn-Sham gap (hartree) = 0.458

Structure (XYZ):
```
13
Properties=species:S:1:pos:R:3:forces:R:3
C -3.1262 0.1534 0.4574 -0.46 2.40 0.29
N -2.6307 -0.6837 -0.3259 2.69 2.24 0.64
H 3.0009 1.4590 0.1299 -0.48 2.01 -0.60
O 2.2075 -0.2819 0.4293 -1.71 -2.68 0.93
H -3.1784 -1.3927 -0.6791 -1.37 -2.15 -0.87
C 1.0408 -0.5083 0.0391 -1.00 1.05 -0.02
H -4.1462 0.2642 0.8068 -0.25 -0.75 -0.10
N -0.0983 -0.6219 -0.1550 1.83 0.35 -0.13
H -2.5201 1.0456 0.6960 0.04 -0.70 0.31
H 4.0839 0.2951 0.3295 1.94 -1.04 1.72
C 3.2041 0.4802 -0.1635 0.81 0.79 -1.15
H -1.3294 -0.4547 -0.3953 -1.09 -1.65 -0.15
H 3.4918 0.2457 -1.1693 -0.94 0.11 -0.86
```
Forces are in eV/Å.

Record 8
A gas-phase ion, C3H7N2O2 (charge +1) at a distorted geometry, computed with ωB97M-V/def2-TZVPD.

Output
- HOMO level (alpha / beta) (eV) = -15.0 / -15.0
- F_max (eV/Å) = 5.7
- total charge = +1
- Kohn-Sham gap (alpha / beta) (hartree) = 0.327 / 0.327
- structure (SMILES) = CN1CCO[N+]1=O

Structure (XYZ):
```
14
Properties=species:S:1:pos:R:3:forces:R:3
C -0.7458 0.6742 -0.3805 -0.35 -1.17 -3.93
H 1.1424 -1.7699 -1.4667 -0.76 1.39 0.01
C -0.5028 1.5704 0.7938 -1.50 0.33 0.24
N -0.1759 -0.6044 -0.0255 2.06 2.94 2.96
H -1.8066 0.4483 -0.6792 0.61 0.57 1.07
C 0.2264 -1.7050 -0.8219 2.56 -0.08 0.15
N 1.1441 0.0439 0.8935 -2.70 -3.57 -3.50
H -0.3735 2.6036 0.5641 0.53 0.62 -0.55
H 0.5047 -2.3818 -0.0655 -0.17 -1.72 0.67
H -1.3111 1.5860 1.5199 0.13 -0.66 0.31
H -0.3353 0.9919 -1.4022 -0.05 0.30 1.53
O 2.1363 -0.5658 0.9810 -0.82 1.90 1.17
H -0.6132 -2.0226 -1.3603 -1.36 -0.58 -0.70
O 0.7104 1.1312 1.4496 1.83 -0.29 0.57
```
Forces are in eV/Å.

Record 9
A gas-phase ion, C3H7N2O2 (charge +1) at a distorted geometry, computed with ωB97M-V/def2-TZVPD.

Output
- HOMO level (eV) = -13.5
- F_max (eV/Å) = 5.9
- total charge = +1
- Kohn-Sham gap (hartree) = 0.375

Structure (XYZ):
```
14
Properties=species:S:1:pos:R:3:forces:R:3
C -0.4150 0.7392 -1.5086 -1.26 -5.51 1.52
H -2.0791 -0.3763 0.4675 0.81 -0.72 -0.89
H -1.9833 -2.1834 -0.6854 -3.57 -1.74 -0.61
H 0.2323 -1.1379 1.6399 0.09 0.04 0.01
N 0.0025 -0.5056 0.8878 -0.17 1.33 -2.65
O 0.7443 0.9251 -0.7359 1.39 1.19 -1.72
C -1.1403 -0.7567 -0.0289 1.07 4.36 -0.12
N 1.8989 0.8466 1.1854 -1.02 -0.53 0.23
O -1.1191 -1.9220 -0.6313 2.97 0.06 0.35
C 0.8927 0.4246 0.4112 -0.62 -1.83 3.08
H 2.4808 1.5539 0.7563 0.21 0.02 0.59
H 1.8057 0.6868 2.2162 0.59 0.43 -1.62
H -0.9730 1.6187 -1.4902 -0.89 1.25 -0.26
H -0.3474 0.0871 -2.4839 0.40 1.64 2.10
```
Forces are in eV/Å.

Record 10
2 unconnected molecules or ions with the total composition C3H7N2O2 at a distorted geometry, computed with ωB97M-V/def2-TZVPD.

Output
- HOMO level (eV) = -13.2
- F_max (eV/Å) = 4.7
- total charge = +1
- Kohn-Sham gap (hartree) = 0.348

Structure (XYZ):
```
14
Properties=species:S:1:pos:R:3:forces:R:3
C 2.4878 -0.1311 -0.0630 -0.51 0.50 0.65
H -2.4244 0.9617 1.2985 -0.49 0.42 0.53
H -2.6510 -1.6664 -1.1450 -0.41 -1.25 -0.76
H -3.6657 -0.6362 -0.0775 0.50 -0.87 -0.91
C 3.7678 -0.0578 -0.0627 -2.52 -2.28 1.12
H 0.2892 1.2855 0.6284 -0.86 -1.20 -0.06
N -2.7985 -0.8751 -0.5878 0.53 2.39 2.41
C -1.7035 -0.1962 -0.2267 0.96 0.23 -1.71
H 4.3318 0.5984 -0.5207 2.68 3.39 -1.98
N -1.7138 0.8137 0.6179 2.51 -1.33 -1.23
H 4.0637 -1.0551 0.0087 1.22 -1.67 0.44
O 1.3464 -0.2619 0.1413 -0.69 0.09 -0.31
H -0.7231 -0.4176 -0.8234 -1.88 0.52 1.44
O -0.6067 1.6381 0.8120 -1.04 1.07 0.37
```
Forces are in eV/Å.

Record 11
A gas-phase ion, C3H7N2O2 (charge +1) at a distorted geometry, computed with ωB97M-V/def2-TZVPD.

Output
- HOMO level (eV) = -15.0
- F_max (eV/Å) = 4.4
- total charge = +1
- Kohn-Sham gap (hartree) = 0.414
- structure (SMILES) = C1CO[C@@]2(NO2)[NH2+]1

Structure (XYZ):
```
14
Properties=species:S:1:pos:R:3:forces:R:3
H 2.0925 -0.8433 -0.1633 -0.82 -0.23 -0.43
H 0.7436 0.9066 -1.4391 0.49 0.01 1.85
H 1.7572 -0.1941 1.3551 -1.13 0.20 -0.76
H 1.6679 1.8486 -0.2083 -0.62 -0.54 0.58
H -0.2008 -1.5696 1.1749 0.10 -0.31 0.95
H -0.0827 -1.6195 -0.4937 -0.37 1.73 2.21
C -1.0345 0.1704 0.2882 -1.11 -1.60 -3.28
N -2.0775 -0.2929 -0.7310 1.24 2.14 -2.44
O -0.3178 1.2819 0.3074 -1.00 1.39 0.82
H -2.4652 0.6075 -1.1621 0.71 -1.43 0.16
N -0.0064 -0.9605 0.4031 -0.78 -2.35 -3.02
C 1.2774 -0.3026 0.3366 3.65 0.26 1.84
C 0.9458 1.0154 -0.2907 -0.36 0.20 -2.90
O -2.2995 -0.0481 0.6229 0.00 0.53 4.42
```
Forces are in eV/Å.

Record 12
A molecular structure, C3H7N2O2P at a distorted geometry, computed with ωB97M-V/def2-TZVPD.

Output
- HOMO level (eV) = -8.7
- F_max (eV/Å) = 1.8
- total charge = 0
- Kohn-Sham gap (hartree) = 0.342

Structure (XYZ):
```
15
Properties=species:S:1:pos:R:3:forces:R:3
H 2.1376 -0.5802 -1.1902 0.07 -0.09 -0.08
H -0.8796 -1.5920 1.5962 -0.03 -0.36 0.17
H 3.4409 0.3845 -0.4604 -0.02 -0.02 -0.04
H 2.6577 -0.9025 0.4655 0.05 -0.11 0.00
N -0.5298 -0.9845 0.8752 -1.59 0.25 -0.20
H -1.8979 -1.3800 -1.6223 0.23 -0.32 -0.26
O -2.4619 -0.8234 -1.0878 0.05 0.47 0.84
H -3.3327 1.0983 0.2968 -0.25 0.15 -0.10
H 1.7547 1.4096 1.1328 -0.20 0.09 0.25
N -0.8056 1.1069 -0.6999 -0.14 0.16 -0.10
C 2.4926 -0.1200 -0.2732 -0.17 -0.06 0.03
C 0.3705 1.1374 -0.3336 -0.34 -0.15 0.05
O -2.8025 0.5726 0.9023 0.44 -0.36 0.10
C 1.4648 0.8250 0.2735 1.54 0.88 -0.30
P -1.6088 -0.1516 0.1251 0.35 -0.52 -0.35
```
Forces are in eV/Å.